This record from the OMol25 dataset describes the molecule C8H16N3O3P. The level of theory is the ωB97M-V functional and the def2-TZVPD basis.

```
31
C8H16N3O3P (the ωB97M-V functional and the def2-TZVPD basis)
P -0.55501 -0.34010 0.64972
O -1.71179 0.57318 0.05901
O -0.79888 -1.64343 -0.26128
O -0.57438 -0.53017 2.05545
N 2.30612 1.18867 1.94049
N 3.17108 1.47315 -0.28616
N 1.38573 0.72151 -1.43088
C 2.26000 1.01693 0.56439
C 2.62512 1.31824 -1.52040
C 0.55932 0.36682 -2.51016
C -2.37683 1.51025 0.90943
C -1.34218 -3.90263 -0.22969
C -0.33063 -2.89460 0.30055
C 1.09962 0.55579 -0.11510
C -1.47095 2.74780 0.93931
H -2.13451 -3.88997 0.39189
H -3.33338 1.91055 0.41066
H -2.47777 1.30909 2.00126
H -1.55559 3.48807 1.79759
H -1.06589 -4.96600 -0.17648
H -0.37302 2.35089 0.79045
H 0.40155 1.30568 -3.03864
H 1.27341 -0.29269 -3.24029
H 3.15281 1.64210 2.15478
H 0.59939 -3.35334 -0.06311
H -1.70802 -3.64524 -1.33122
H -1.50358 3.34675 0.02239
H -0.39472 -0.26908 -2.24121
H 2.10954 0.35198 2.50345
H -0.25040 -3.08207 1.37976
H 3.01383 1.63187 -2.42595
```

Calculated values
Total charge ... 0
Frontier orbital gap ... 0.3095 Ha
Calculated total energy ... -1045.76536 Eh
Energy above the lowest of the compared OMol25 structures with the same formula, charge and spin ... 0.0 kJ/mol